# C23H42N3O7P

3 unconnected molecules or ions with the total composition C23H42N3O7P in a non-equilibrium geometry (ωB97M-V/def2-TZVPD, the Open Molecules 2025 dataset).

* LUMO (alpha / beta): -0.214 / -0.215 eV
* Kohn-Sham gap (alpha / beta): 8.084 / 8.979 eV
* E: -52615.0124 eV
* expectation value of S²: 2.008
* 2S+1: 3

Structure (XYZ):
```
76
Properties=species:S:1:pos:R:3:lowdin_spin:R:1
P -1.34 0.69 2.52 0.0001
O -1.24 -0.06 1.25 0.0004
O 3.09 -1.72 -0.60 0.5437
O 0.70 1.02 4.15 0.0000
O 0.68 1.26 6.26 0.0000
O -0.04 4.78 1.90 0.0000
O -4.53 1.73 -0.23 0.5464
O -0.18 2.96 3.19 0.0000
N 3.05 -2.63 0.32 0.3619
N -4.53 2.45 -1.30 0.3592
N 0.75 1.89 5.29 0.0000
C 4.44 -3.60 2.15 0.0026
C 3.60 2.08 2.93 0.0000
C -5.57 0.41 -2.24 -0.0012
C -3.36 4.13 0.11 -0.0008
C 5.31 -1.77 0.79 -0.0013
C -3.65 4.60 -2.25 0.0020
C 0.22 1.64 2.93 0.0000
C 4.43 -3.02 0.72 0.0260
C 1.29 1.43 1.86 0.0000
C -4.59 1.55 -2.50 0.0260
C -5.15 2.31 -3.71 0.0023
C -2.08 1.96 -2.83 0.0008
C -3.22 0.95 -2.83 0.0144
C -3.41 3.45 -1.25 0.0266
C 4.12 -5.17 -0.64 0.0008
C 1.64 -4.53 1.15 0.0022
C 2.64 1.65 2.35 0.0000
C 5.05 -4.01 -0.26 0.0146
C 2.11 -3.72 -0.08 0.0261
C 0.51 3.98 2.57 0.0000
C -2.07 2.78 -1.54 0.0147
C 2.76 -4.65 -1.09 0.0150
C 0.83 -3.11 -0.66 -0.0009
H 4.01 -5.86 0.20 0.0003
H -3.28 0.46 -3.80 0.0013
H -5.71 -0.16 -3.16 -0.0003
H -5.41 1.60 -4.50 -0.0004
H 5.98 -4.41 0.17 0.0014
H 5.33 -3.49 -1.18 0.0022
H -3.04 5.46 -1.98 -0.0004
H 4.58 -5.75 -1.44 0.0007
H 1.22 0.38 1.58 0.0000
H 0.35 -2.45 0.05 0.0002
H -6.06 2.86 -3.45 0.0015
H -3.14 3.45 0.93 -0.0007
H 2.09 -5.49 -1.29 0.0014
H 3.87 -2.97 2.83 0.0015
H -4.30 4.64 0.34 0.0003
H -3.38 4.36 -3.27 0.0000
H 4.04 -4.61 2.21 0.0000
H 0.14 -3.91 -0.91 -0.0003
H -1.81 2.12 -0.71 0.0025
H 1.41 -3.87 1.99 0.0014
H 2.88 -4.12 -2.05 0.0025
H -4.69 4.92 -2.24 0.0014
H 6.29 -2.02 1.22 -0.0003
H 5.46 -3.66 2.52 -0.0004
H -4.45 3.01 -4.16 0.0000
H 5.49 -1.33 -0.18 -0.0005
H 4.42 2.43 3.50 0.0000
H 1.02 -2.55 -1.58 -0.0007
H -2.38 1.64 2.52 0.0000
H 4.85 -1.02 1.43 0.0001
H -2.99 0.17 -2.10 0.0023
H -2.57 4.88 0.11 -0.0003
H -1.64 -0.18 3.58 0.0000
H 1.10 1.97 0.94 0.0000
H -1.13 1.44 -2.93 0.0007
H -6.55 0.80 -1.93 0.0002
H -2.15 2.62 -3.71 0.0003
H -1.29 3.54 -1.60 0.0014
H 2.35 -5.28 1.48 0.0000
H 0.73 -5.07 0.90 -0.0004
H -5.22 -0.27 -1.47 -0.0005
H 1.58 4.04 2.79 0.0000
```

---

# C23H42N4O5PS

3 unconnected molecules or ions with the total composition C23H42N4O5PS in a non-equilibrium geometry (ωB97M-V/def2-TZVPD, the Open Molecules 2025 dataset).

* LUMO (alpha / beta): 1.809 / 0.898 eV
* total charge: -1
* Kohn-Sham gap (alpha / beta): 6.771 / 5.860 eV
* E: -60844.8525 eV
* expectation value of S²: 2.010
* 2S+1: 3

Structure (XYZ):
```
76
Properties=species:S:1:pos:R:3:lowdin_spin:R:1
S 5.65 -1.06 -4.80 0.0015
P 4.82 -2.28 -3.53 0.0011
O 4.40 -4.56 -5.29 0.0000
O 1.69 -5.83 -2.95 0.0001
O 3.49 -1.63 -0.09 0.6165
O 4.08 -5.52 -2.53 0.0000
O -2.04 2.54 0.27 0.6272
N -3.37 2.92 0.54 0.2996
N 2.16 -1.24 0.17 0.3050
N 3.17 -2.81 -3.97 -0.0001
N 4.30 -4.19 -8.02 0.0000
C -2.30 5.25 0.55 -0.0014
C 0.84 0.81 0.66 0.0016
C 1.77 -3.76 0.27 -0.0009
C 1.97 -2.43 2.41 0.0125
C 1.51 -2.37 0.93 0.0214
C -4.01 1.80 1.30 0.0211
C 2.42 -1.80 -4.80 0.0000
C -3.32 4.26 1.22 0.0207
C -5.56 1.92 1.26 0.0007
C 2.57 0.01 2.36 0.0119
C 4.24 -4.27 -6.72 0.0000
C -0.04 -2.24 0.89 0.0008
C 2.21 0.09 0.85 0.0215
C 3.22 1.09 0.18 -0.0014
C 3.01 -5.25 -3.28 0.0000
C 3.16 -4.21 -4.58 0.0000
C -3.69 3.08 3.49 0.0007
C -3.55 1.74 2.78 0.0119
C -4.68 4.98 1.03 0.0012
C 0.96 -1.62 -4.45 0.0002
C -3.76 0.40 0.63 -0.0010
C 1.84 -1.09 3.12 0.0007
C -2.96 4.18 2.73 0.0117
H -5.96 2.68 1.93 0.0000
H 3.65 -0.16 2.47 0.0022
H -0.52 -3.18 1.20 -0.0004
H 0.20 -1.23 -5.26 0.0000
H -1.26 4.96 0.71 -0.0006
H 5.65 -3.44 -3.27 0.0002
H 4.68 -1.57 -2.25 0.0003
H -6.04 0.99 1.57 -0.0004
H -4.13 0.98 3.33 0.0008
H 2.86 -1.18 -5.70 0.0000
H -0.44 -1.49 1.56 0.0000
H -4.32 -0.39 1.14 -0.0003
H -4.74 3.35 3.62 0.0003
H 1.45 -3.76 -0.78 0.0002
H -4.07 0.41 -0.42 0.0002
H -2.48 5.33 -0.53 0.0001
H 4.26 0.80 0.35 -0.0005
H 1.21 -4.55 0.78 -0.0003
H 2.21 -4.38 -5.29 0.0000
H 3.02 -2.75 2.47 0.0026
H -4.99 4.96 -0.03 0.0011
H -5.49 4.55 1.62 0.0000
H -0.39 -2.02 -0.12 0.0009
H 3.05 1.17 -0.90 0.0002
H 0.61 -1.94 -3.36 0.0002
H 1.39 -3.18 2.96 0.0008
H 2.82 -4.06 0.30 -0.0006
H 0.90 1.86 0.96 -0.0002
H -5.92 2.14 0.24 0.0010
H 2.26 -1.17 4.13 0.0008
H 0.03 0.39 1.25 0.0002
H 3.12 2.10 0.61 -0.0003
H 2.37 0.97 2.85 0.0009
H -4.62 6.03 1.33 -0.0004
H -1.88 4.00 2.84 0.0022
H 0.78 -0.82 3.25 0.0003
H -3.26 3.00 4.50 0.0008
H -2.41 6.26 0.97 -0.0003
H 0.54 0.80 -0.39 0.0009
H -2.50 1.41 2.83 0.0025
H -2.70 0.10 0.67 -0.0007
H -3.16 5.14 3.21 0.0008
```

---

# C23H42N6O4ScSi

A molecular structure, C23H42N6O4ScSi (ωB97M-V/def2-TZVPD, the Open Molecules 2025 dataset).

* ΔE to the lowest compared entry with this formula, charge and spin: 0.0 kcal per mole
* LUMO: -2.227 eV
* total charge: +1
* Kohn-Sham gap: 8.013 eV
* E: -70239.6040 eV

Structure (XYZ):
```
77
Properties=species:S:1:pos:R:3:lowdin_charge:R:1
Sc 0.26 -0.22 -0.59 1.0870
Si 3.06 1.01 1.06 0.4116
O -0.09 -3.64 -2.41 0.1563
O -0.67 -1.57 -2.10 -0.1143
O 0.84 -2.41 -0.88 -0.0732
O -0.70 -1.26 1.22 -0.1145
N -0.20 1.61 -2.02 -0.0219
N 0.03 -2.61 -1.83 -0.5329
N 1.74 -0.13 0.92 -0.1828
N -2.49 0.11 -1.05 0.0208
N -0.45 1.66 0.96 -0.0134
N 2.13 -0.30 -2.05 -0.0110
C 4.76 0.27 0.72 -0.1549
C -3.79 1.94 0.07 -0.1854
C -2.67 -4.30 0.59 -0.0350
C 0.22 -1.48 2.26 -0.1835
C 1.46 0.33 -4.39 -0.1695
C -0.13 -2.20 3.39 -0.0006
C 0.83 -2.44 4.37 -0.0727
C 0.40 1.42 -4.45 -0.1826
C -1.78 -2.16 1.17 -0.2928
C 3.03 1.94 2.70 -0.1523
C -3.02 -1.75 1.63 -0.0348
C 2.48 0.48 -3.26 -0.2171
C 2.12 -1.97 4.17 -0.0710
C -4.10 -2.62 1.53 -0.0531
C -3.93 -3.89 1.00 -0.0612
C -0.70 1.35 -3.40 -0.2324
C -2.69 2.78 0.73 -0.1763
C 1.50 -0.93 2.05 -0.2950
C -1.58 -3.44 0.68 0.0044
C 2.83 2.36 -0.24 -0.1564
C -3.44 1.23 -1.22 -0.2387
C -1.71 2.04 1.63 -0.2149
C 2.44 -1.25 3.04 -0.0432
H 3.39 2.18 -1.16 0.0248
H -2.45 -0.41 -1.92 0.0657
H -4.18 1.22 0.79 0.1117
H 2.16 -1.29 -2.30 0.0937
H -5.08 -2.31 1.88 0.1138
H -1.48 2.66 2.50 0.1206
H 1.79 2.55 -0.51 -0.0078
H -1.15 0.36 -3.42 0.0962
H 3.82 2.70 2.68 0.0421
H -3.13 -0.77 2.07 0.1103
H -1.13 -2.58 3.50 0.1238
H 0.16 1.21 1.65 0.0524
H -0.59 -3.76 0.40 0.1240
H 5.13 -0.38 1.50 0.0302
H 2.01 0.36 -5.34 0.1181
H 2.08 2.48 2.80 0.0323
H -3.00 1.95 -1.93 0.0990
H 0.99 -0.65 -4.34 0.1188
H -2.53 -5.30 0.20 0.1186
H 0.49 2.36 -2.06 0.0848
H 3.47 0.17 -3.62 0.1245
H -3.19 3.53 1.35 0.1147
H -1.47 2.08 -3.65 0.1180
H -0.96 1.95 -1.44 0.0335
H 2.89 -2.18 4.90 0.1115
H 3.16 1.33 3.59 0.0292
H 3.46 -0.92 2.91 0.0855
H -2.16 1.13 2.01 0.0965
H 5.49 1.07 0.59 0.0419
H 4.76 -0.32 -0.21 0.0279
H 0.57 -3.00 5.25 0.1091
H -0.11 1.37 -5.42 0.1222
H -4.77 -4.56 0.92 0.1120
H -4.37 0.88 -1.68 0.1227
H 3.21 3.30 0.17 0.0474
H -2.89 -0.56 -0.39 0.0618
H 0.06 2.50 0.71 0.0810
H 2.57 1.53 -2.98 0.0937
H -4.63 2.60 -0.16 0.1183
H 0.88 2.41 -4.42 0.1222
H -2.15 3.36 -0.03 0.1133
H 2.89 -0.21 -1.38 0.0470
```

---

What did the first record say?
# C23H42N3O7P

3 unconnected molecules or ions with the total composition C23H42N3O7P in a non-equilibrium geometry (ωB97M-V/def2-TZVPD, the Open Molecules 2025 dataset).

* LUMO (alpha / beta): -0.214 / -0.215 eV
* Kohn-Sham gap (alpha / beta): 8.084 / 8.979 eV
* E: -52615.0124 eV
* expectation value of S²: 2.008
* 2S+1: 3

Structure (XYZ):
```
76
Properties=species:S:1:pos:R:3:lowdin_spin:R:1
P -1.34 0.69 2.52 0.0001
O -1.24 -0.06 1.25 0.0004
O 3.09 -1.72 -0.60 0.5437
O 0.70 1.02 4.15 0.0000
O 0.68 1.26 6.26 0.0000
O -0.04 4.78 1.90 0.0000
O -4.53 1.73 -0.23 0.5464
O -0.18 2.96 3.19 0.0000
N 3.05 -2.63 0.32 0.3619
N -4.53 2.45 -1.30 0.3592
N 0.75 1.89 5.29 0.0000
C 4.44 -3.60 2.15 0.0026
C 3.60 2.08 2.93 0.0000
C -5.57 0.41 -2.24 -0.0012
C -3.36 4.13 0.11 -0.0008
C 5.31 -1.77 0.79 -0.0013
C -3.65 4.60 -2.25 0.0020
C 0.22 1.64 2.93 0.0000
C 4.43 -3.02 0.72 0.0260
C 1.29 1.43 1.86 0.0000
C -4.59 1.55 -2.50 0.0260
C -5.15 2.31 -3.71 0.0023
C -2.08 1.96 -2.83 0.0008
C -3.22 0.95 -2.83 0.0144
C -3.41 3.45 -1.25 0.0266
C 4.12 -5.17 -0.64 0.0008
C 1.64 -4.53 1.15 0.0022
C 2.64 1.65 2.35 0.0000
C 5.05 -4.01 -0.26 0.0146
C 2.11 -3.72 -0.08 0.0261
C 0.51 3.98 2.57 0.0000
C -2.07 2.78 -1.54 0.0147
C 2.76 -4.65 -1.09 0.0150
C 0.83 -3.11 -0.66 -0.0009
H 4.01 -5.86 0.20 0.0003
H -3.28 0.46 -3.80 0.0013
H -5.71 -0.16 -3.16 -0.0003
H -5.41 1.60 -4.50 -0.0004
H 5.98 -4.41 0.17 0.0014
H 5.33 -3.49 -1.18 0.0022
H -3.04 5.46 -1.98 -0.0004
H 4.58 -5.75 -1.44 0.0007
H 1.22 0.38 1.58 0.0000
H 0.35 -2.45 0.05 0.0002
H -6.06 2.86 -3.45 0.0015
H -3.14 3.45 0.93 -0.0007
H 2.09 -5.49 -1.29 0.0014
H 3.87 -2.97 2.83 0.0015
H -4.30 4.64 0.34 0.0003
H -3.38 4.36 -3.27 0.0000
H 4.04 -4.61 2.21 0.0000
H 0.14 -3.91 -0.91 -0.0003
H -1.81 2.12 -0.71 0.0025
H 1.41 -3.87 1.99 0.0014
H 2.88 -4.12 -2.05 0.0025
H -4.69 4.92 -2.24 0.0014
H 6.29 -2.02 1.22 -0.0003
H 5.46 -3.66 2.52 -0.0004
H -4.45 3.01 -4.16 0.0000
H 5.49 -1.33 -0.18 -0.0005
H 4.42 2.43 3.50 0.0000
H 1.02 -2.55 -1.58 -0.0007
H -2.38 1.64 2.52 0.0000
H 4.85 -1.02 1.43 0.0001
H -2.99 0.17 -2.10 0.0023
H -2.57 4.88 0.11 -0.0003
H -1.64 -0.18 3.58 0.0000
H 1.10 1.97 0.94 0.0000
H -1.13 1.44 -2.93 0.0007
H -6.55 0.80 -1.93 0.0002
H -2.15 2.62 -3.71 0.0003
H -1.29 3.54 -1.60 0.0014
H 2.35 -5.28 1.48 0.0000
H 0.73 -5.07 0.90 -0.0004
H -5.22 -0.27 -1.47 -0.0005
H 1.58 4.04 2.79 0.0000
```

---

Question: The highest E belongs to which entry?
Answer: C23H42N3O7P

---

Copy entry 3 word for word.
# C23H42N6O4ScSi

A molecular structure, C23H42N6O4ScSi (ωB97M-V/def2-TZVPD, the Open Molecules 2025 dataset).

* ΔE to the lowest compared entry with this formula, charge and spin: 0.0 kcal per mole
* LUMO: -2.227 eV
* total charge: +1
* Kohn-Sham gap: 8.013 eV
* E: -70239.6040 eV

Structure (XYZ):
```
77
Properties=species:S:1:pos:R:3:lowdin_charge:R:1
Sc 0.26 -0.22 -0.59 1.0870
Si 3.06 1.01 1.06 0.4116
O -0.09 -3.64 -2.41 0.1563
O -0.67 -1.57 -2.10 -0.1143
O 0.84 -2.41 -0.88 -0.0732
O -0.70 -1.26 1.22 -0.1145
N -0.20 1.61 -2.02 -0.0219
N 0.03 -2.61 -1.83 -0.5329
N 1.74 -0.13 0.92 -0.1828
N -2.49 0.11 -1.05 0.0208
N -0.45 1.66 0.96 -0.0134
N 2.13 -0.30 -2.05 -0.0110
C 4.76 0.27 0.72 -0.1549
C -3.79 1.94 0.07 -0.1854
C -2.67 -4.30 0.59 -0.0350
C 0.22 -1.48 2.26 -0.1835
C 1.46 0.33 -4.39 -0.1695
C -0.13 -2.20 3.39 -0.0006
C 0.83 -2.44 4.37 -0.0727
C 0.40 1.42 -4.45 -0.1826
C -1.78 -2.16 1.17 -0.2928
C 3.03 1.94 2.70 -0.1523
C -3.02 -1.75 1.63 -0.0348
C 2.48 0.48 -3.26 -0.2171
C 2.12 -1.97 4.17 -0.0710
C -4.10 -2.62 1.53 -0.0531
C -3.93 -3.89 1.00 -0.0612
C -0.70 1.35 -3.40 -0.2324
C -2.69 2.78 0.73 -0.1763
C 1.50 -0.93 2.05 -0.2950
C -1.58 -3.44 0.68 0.0044
C 2.83 2.36 -0.24 -0.1564
C -3.44 1.23 -1.22 -0.2387
C -1.71 2.04 1.63 -0.2149
C 2.44 -1.25 3.04 -0.0432
H 3.39 2.18 -1.16 0.0248
H -2.45 -0.41 -1.92 0.0657
H -4.18 1.22 0.79 0.1117
H 2.16 -1.29 -2.30 0.0937
H -5.08 -2.31 1.88 0.1138
H -1.48 2.66 2.50 0.1206
H 1.79 2.55 -0.51 -0.0078
H -1.15 0.36 -3.42 0.0962
H 3.82 2.70 2.68 0.0421
H -3.13 -0.77 2.07 0.1103
H -1.13 -2.58 3.50 0.1238
H 0.16 1.21 1.65 0.0524
H -0.59 -3.76 0.40 0.1240
H 5.13 -0.38 1.50 0.0302
H 2.01 0.36 -5.34 0.1181
H 2.08 2.48 2.80 0.0323
H -3.00 1.95 -1.93 0.0990
H 0.99 -0.65 -4.34 0.1188
H -2.53 -5.30 0.20 0.1186
H 0.49 2.36 -2.06 0.0848
H 3.47 0.17 -3.62 0.1245
H -3.19 3.53 1.35 0.1147
H -1.47 2.08 -3.65 0.1180
H -0.96 1.95 -1.44 0.0335
H 2.89 -2.18 4.90 0.1115
H 3.16 1.33 3.59 0.0292
H 3.46 -0.92 2.91 0.0855
H -2.16 1.13 2.01 0.0965
H 5.49 1.07 0.59 0.0419
H 4.76 -0.32 -0.21 0.0279
H 0.57 -3.00 5.25 0.1091
H -0.11 1.37 -5.42 0.1222
H -4.77 -4.56 0.92 0.1120
H -4.37 0.88 -1.68 0.1227
H 3.21 3.30 0.17 0.0474
H -2.89 -0.56 -0.39 0.0618
H 0.06 2.50 0.71 0.0810
H 2.57 1.53 -2.98 0.0937
H -4.63 2.60 -0.16 0.1183
H 0.88 2.41 -4.42 0.1222
H -2.15 3.36 -0.03 0.1133
H 2.89 -0.21 -1.38 0.0470
```